<P>
A cluster of 2 separate species, C7H14NO in total, computed with ωB97M-V with the def2-TZVPD basis set.

```
23
C7H14NO, DFT ωB97M-V with the def2-TZVPD basis set
C 0.29400 -2.54469 0.14251
C 3.13501 -0.82173 0.93257
C 1.02282 -1.37608 -0.27187
C -2.64134 1.23321 -1.31602
C -1.30343 1.61857 -0.58830
C -0.91970 0.66499 0.49371
C 0.24357 0.93368 1.08920
N 2.06449 -0.98424 0.29801
O 1.27329 1.68566 0.77233
H 0.19543 -3.37118 -0.67268
H 0.65131 -2.96528 1.17133
H 3.04245 -0.02221 1.57058
H 4.10137 -1.36210 0.75256
H 0.53889 -0.80657 -1.17657
H -2.41178 0.29233 -1.78482
H -3.58599 1.19023 -0.60882
H -2.87695 1.85995 -2.13256
H -1.44800 2.67704 -0.30508
H -0.68382 1.65461 -1.51049
H -1.52517 -0.20358 0.73877
H -0.73753 -2.32803 0.24466
H 0.45451 0.49128 2.07332
H 1.11656 2.48415 0.08765
```

E_LUMO = -4.75 eV
M = 128.19 g/mol
gap between HOMO and LUMO = 7.64 eV
net charge = +1

---

<Q>
The ion C7H14NO with charge +1, computed with ωB97M-V with the def2-TZVPD basis set.

```
23
C7H14NO, DFT ωB97M-V with the def2-TZVPD basis set
C 1.19078 0.50811 0.52831
C 0.15063 0.49985 1.41519
C 0.82695 -0.53122 -1.72384
C 0.34975 1.48725 2.50907
C 1.64983 -0.95299 -2.85536
C -0.53629 -0.27877 -2.18700
C -2.14476 -0.27615 1.94581
N -0.92628 -0.20903 1.20568
O 1.38019 -0.13120 -0.64261
H 2.09127 0.92891 0.81268
H -0.35868 2.30499 2.52759
H 1.49359 1.76218 2.36788
H 0.14519 0.84306 3.37782
H 1.29355 -1.97260 -3.13967
H 2.72350 -1.04651 -2.65866
H 1.60342 -0.49013 -3.92051
H -0.77155 0.78877 -2.17035
H -1.27625 -0.93556 -1.76403
H -0.69685 -0.36586 -3.25889
H -1.89953 -0.21839 2.99588
H -2.79338 0.56294 1.86594
H -2.79460 -1.11393 1.75145
H -0.70047 -1.16374 1.01764
```

E_LUMO (alpha / beta) = -4.75 / -4.75 eV
M = 128.19 g/mol
gap between HOMO and LUMO (alpha / beta) = 7.41 / 7.41 eV
net charge = +1

---

Of them, <P> has the lowest stability.

---

<P>
A cluster of 8 separate species, C18H55N3O11 in total, computed with ωB97M-V with the def2-TZVPD basis set.

```
87
C18H55N3O11, DFT ωB97M-V with the def2-TZVPD basis set
C -1.99869 -2.83460 2.22614
O -1.60830 -3.78680 1.25166
C -0.41611 -3.33903 0.50383
C 0.84733 -3.74229 1.27433
N 1.97219 -3.32773 0.37574
C 3.25151 -3.33031 1.06692
C 4.36161 -2.78039 0.21418
O 4.03121 -1.54586 -0.38710
C 4.19979 -0.43159 0.40510
H -3.03502 -3.06306 2.47498
H -1.85699 -1.79742 1.92237
H -1.38917 -2.91985 3.12576
H -0.33375 -2.25219 0.49370
H -0.35956 -3.62158 -0.54739
H 0.84420 -4.78933 1.57732
H 0.97135 -3.13999 2.17430
H 1.86863 -2.40282 -0.01657
H 3.53656 -4.33346 1.38400
H 3.21663 -2.86179 2.05047
H 4.69103 -3.42837 -0.59804
H 5.25462 -2.70724 0.83490
H 5.25502 -0.54452 0.65378
H 3.57531 -0.44327 1.29840
H 4.08579 0.47484 -0.18946
C 2.79828 0.99620 8.36886
O 1.85265 1.26939 7.35188
C 2.45981 1.24985 6.02461
C 1.56973 1.91762 5.04543
N 2.24326 2.13615 3.74438
C 1.40715 3.04377 2.90049
C 1.20205 4.50597 3.38304
O 2.44906 5.20218 3.14214
C 2.38988 6.62122 3.40367
H 2.19322 1.05053 9.27388
H 3.66356 1.65897 8.37983
H 3.18654 -0.02092 8.31579
H 2.53014 0.22484 5.66058
H 3.42144 1.76151 5.98495
H 1.35929 2.92724 5.39824
H 0.69458 1.26866 5.01306
H 3.15161 2.57758 3.73204
H 0.41576 2.63832 2.69836
H 1.90553 3.08208 1.93185
H 0.91900 4.53157 4.43533
H 0.41342 4.89815 2.74088
H 3.40427 6.95998 3.61430
H 1.74035 6.82501 4.25495
H 1.91719 7.19527 2.60672
C -2.25190 -0.66693 -2.01781
O -2.74291 -0.62873 -3.36550
C -3.53858 0.51610 -3.65853
C -3.57426 0.58193 -5.22883
N -4.63840 -0.24085 -5.77932
C -4.35021 -0.25070 -7.21100
C -5.26997 -1.21197 -7.86185
O -5.11055 -2.51255 -7.37708
C -5.69174 -3.59802 -8.03982
H -1.63951 0.23019 -1.92695
H -1.66429 -1.56712 -1.83761
H -3.00737 -0.59743 -1.23516
H -3.06643 1.41048 -3.25201
H -4.57016 0.40257 -3.32530
H -2.62088 0.24999 -5.63991
H -3.74223 1.60946 -5.55142
H -4.54315 -1.21005 -5.51159
H -3.39683 -0.76976 -7.30970
H -4.35767 0.72002 -7.70673
H -4.97288 -1.21893 -8.91056
H -6.28249 -0.80896 -7.88406
H -6.78032 -3.60354 -8.09522
H -5.35188 -4.51712 -7.56248
H -5.36631 -3.62245 -9.07982
O 0.00640 1.96064 -3.15584
H 0.48331 1.14823 -3.32549
H -0.30001 1.87500 -2.25306
O 1.61004 -0.73649 2.96343
H 0.98898 -0.57458 2.25328
H 1.82731 0.13459 3.29548
O -0.84556 2.43255 -0.60241
H -0.75443 3.34909 -0.34185
H -1.61068 2.12062 -0.11916
O 1.60291 -1.07987 -1.51986
H 2.49946 -1.35818 -1.33288
H 1.65680 -0.65646 -2.37663
O 0.41269 0.22592 0.66261
H -0.00380 1.04992 0.41001
H 0.70451 -0.15873 -0.16390
```

E_LUMO = -0.12 eV
M = 489.65 g/mol
SMILES = COCCNCCOC.COCCNCCOC.COCCNCCOC.O.O.O.O.O
gap between HOMO and LUMO = 8.31 eV

---

<Q>
A cluster of 8 separate species, C18H55N3O11 in total, computed with ωB97M-V with the def2-TZVPD basis set.

```
87
C18H55N3O11, DFT ωB97M-V with the def2-TZVPD basis set
O -0.14764 -0.52767 -0.30873
H 0.23071 -0.03506 -1.04071
H -0.66422 -1.29907 -0.55304
H 0.55055 -0.81192 0.28569
O -1.42737 -2.54084 -0.99208
H -0.53952 -2.81739 -1.29169
C -1.68919 4.65220 -2.85736
C -2.13114 3.32294 -2.25327
C -3.66272 3.31307 -1.96016
O -3.89506 2.26820 -1.05829
C -5.18959 2.13012 -0.58395
N -1.53035 2.28241 -3.06950
H -2.02028 5.50056 -2.25840
H -2.29414 4.70169 -3.76273
H -0.63008 4.73810 -3.10029
H -1.61169 3.39819 -1.29796
H -4.27142 3.12389 -2.84435
H -4.03836 4.23711 -1.52068
H -5.47010 2.89616 0.13896
H -5.22935 1.15469 -0.09914
H -5.89273 2.11587 -1.41671
H -1.78798 1.36711 -2.72897
H -1.89126 2.19836 -4.00906
C 1.53544 -2.26245 2.57699
C 2.48025 -2.23623 1.32824
C 2.25929 -3.36132 0.27425
O 2.46574 -4.72870 0.72338
C 3.83574 -5.06044 1.01194
N 2.20741 -0.98777 0.73798
H 1.69379 -1.55132 3.38774
H 1.67739 -3.22553 3.06733
H 0.48734 -2.07316 2.34514
H 3.47943 -2.25692 1.76334
H 2.90670 -3.13405 -0.57269
H 1.22231 -3.32969 -0.06006
H 4.22168 -4.48886 1.85600
H 4.51768 -4.91259 0.17457
H 3.83676 -6.12763 1.23380
H 2.43281 -0.26404 1.40544
H 2.86462 -0.80985 -0.00802
C 1.17643 2.64001 1.84557
C 2.63583 2.29842 2.18599
C 3.28615 3.33953 3.15190
O 2.63404 3.28141 4.46198
C 3.41457 3.99206 5.41212
N 2.68921 0.95673 2.78540
H 1.20299 3.60601 1.34135
H 0.52126 2.83246 2.69517
H 0.64032 1.88379 1.27215
H 3.13100 2.36235 1.21706
H 3.38720 4.34544 2.74442
H 4.27223 2.87997 3.21924
H 2.86870 4.12643 6.34597
H 3.75325 4.96988 5.06967
H 4.39129 3.51274 5.47826
H 2.05913 0.99842 3.57367
H 3.53342 0.81590 3.32165
C 1.65670 0.51482 -2.87537
C 3.19927 0.57460 -2.77762
O 3.72234 -0.36475 -1.78318
O 0.95293 1.34508 -1.91449
H 1.20307 -0.47344 -2.95061
H 1.34565 0.96283 -3.81910
H 3.66010 1.55718 -2.67624
H 3.55048 0.13659 -3.71191
H 4.62301 -0.09036 -1.59582
H 0.20413 1.79664 -2.31072
C -4.13469 -1.09008 -2.28864
C -3.04653 -0.55699 -3.29205
O -1.81989 -0.51391 -2.67443
O -4.08493 -2.46708 -1.97067
H -5.02532 -0.88857 -2.88384
H -4.23633 -0.48459 -1.38800
H -3.33866 0.46355 -3.53952
H -3.08888 -1.14179 -4.21093
H -1.81351 -1.27240 -2.08601
H -3.21852 -2.56179 -1.56821
C -2.97886 -3.54002 2.02137
C -2.18893 -4.71254 1.35704
O -2.30182 -4.80378 -0.06233
O -2.31440 -2.41096 1.65915
H -2.86656 -3.48406 3.10413
H -4.02392 -3.45605 1.72319
H -2.67580 -5.58256 1.79765
H -1.14628 -4.57091 1.64152
H -1.86845 -4.02932 -0.42838
H -2.43349 -2.25542 0.71935
```

E_LUMO = 0.12 eV
M = 489.65 g/mol
gap between HOMO and LUMO = 8.33 eV

---

Of them, <P> has the lowest stability.

---

<P>
An isolated molecule of C6H9N3, computed with ωB97M-V with the def2-TZVPD basis set.

```
18
C6H9N3, DFT ωB97M-V with the def2-TZVPD basis set
C -0.75987 -1.43658 -0.09790
C 0.42639 -1.49023 -0.05615
C 1.86304 -1.43875 0.13745
N 2.39672 -0.11614 -0.16497
C 1.85447 1.05696 -0.18099
N 0.53175 1.56775 -0.22787
N -0.53378 1.12581 0.60722
C -1.70165 0.69547 -0.14673
C -2.07531 -0.81788 -0.13556
H 2.32865 -2.14511 -0.46693
H 2.10694 -1.91290 1.11138
H 2.58779 1.82890 -0.31986
H 0.77181 2.55747 0.15807
H -0.22358 0.40343 1.16709
H -1.56538 0.94011 -1.21223
H -2.58124 1.23968 0.12302
H -2.71561 -0.99385 0.74900
H -2.71113 -1.06414 -1.04403
```

E_LUMO = 0.85 eV
M = 123.16 g/mol
SMILES = C1#CC/N=C\NNCC1
gap between HOMO and LUMO = 9.68 eV

---

<Q>
A cluster of 3 separate species, C6H9N3 in total, computed with ωB97M-V with the def2-TZVPD basis set.

```
18
C6H9N3, DFT ωB97M-V with the def2-TZVPD basis set
C 0.65898 2.11354 0.45461
C -0.46186 1.49962 -0.25372
N -1.35361 1.03487 -0.80738
H 1.18919 1.34953 1.02313
H 0.26002 2.84528 1.15403
H 1.35927 2.54208 -0.25570
C -2.47510 -0.41030 -3.60893
C -3.59634 -0.78946 -2.76040
N -4.50288 -1.08123 -2.11811
H -1.56245 -0.38580 -3.02019
H -2.67953 0.56325 -4.04444
H -2.37206 -1.16493 -4.38789
C 2.46869 -1.57170 3.53205
C 2.79162 -0.93003 2.26251
N 3.04873 -0.44560 1.24887
H 1.43568 -1.90246 3.55535
H 2.63207 -0.86605 4.34743
H 3.15956 -2.40061 3.67880
```

E_LUMO = 0.48 eV
M = 123.16 g/mol
SMILES = CC#N.CC#N.CC#N
gap between HOMO and LUMO = 11.62 eV

---

<R>
An isolated molecule of C6H9N3, computed with ωB97M-V with the def2-TZVPD basis set.

```
18
C6H9N3, DFT ωB97M-V with the def2-TZVPD basis set
C 2.34100 0.26925 1.02173
C 1.13924 -0.16706 0.63136
C 0.63639 -1.66297 1.20112
N 0.61195 -2.73927 1.64717
C 0.11771 0.41254 -0.15602
C -0.06573 1.90824 -0.24886
C -0.91348 -0.42163 -0.62499
N -0.69904 -1.33623 -1.59424
N -2.16197 -0.37172 -0.09589
H 2.87043 -0.18873 1.85103
H 2.86306 1.05182 0.48545
H -0.25576 2.20705 -1.28734
H -0.90626 2.26224 0.35411
H 0.82381 2.44712 0.08005
H -0.19404 -0.96850 -2.39454
H -1.52573 -1.86333 -1.85400
H -2.39262 -1.22367 0.41741
H -2.28894 0.38486 0.56643
```

E_LUMO (alpha / beta) = 0.13 / 0.13 eV
M = 123.16 g/mol
SMILES = C=C(C#N)C(C)=C(N)N
gap between HOMO and LUMO (alpha / beta) = 6.86 / 6.86 eV

---

<S>
An isolated molecule of C6H9N3, computed with ωB97M-V with the def2-TZVPD basis set.

```
18
C6H9N3, DFT ωB97M-V with the def2-TZVPD basis set
C -1.73752 1.26649 -1.53865
C -0.61475 0.39891 -1.08957
N 0.19903 -0.20969 -2.07713
N 1.15161 -1.05088 -1.50871
C 1.11070 -0.86188 -0.26266
C -0.27943 0.12459 0.17774
C -0.23230 -0.04174 1.61717
C 1.18067 -0.27478 1.92487
N 1.64342 -1.20766 0.91314
H -1.81811 2.23266 -1.05957
H -1.79486 1.39955 -2.67476
H -2.65545 0.66363 -1.29534
H -0.30278 -0.51772 -2.94749
H -0.73939 0.74790 2.23646
H -0.74844 -1.00998 1.74950
H 1.72489 0.75621 1.78093
H 1.37265 -0.67167 2.94484
H 2.54006 -1.74393 1.10922
```

E_LUMO = 0.96 eV
M = 123.16 g/mol
SMILES = Cc1[nH]nc2c1CCN2
gap between HOMO and LUMO = 8.57 eV

---

Of them, <P> has the lowest stability.

---

<P>
The ion C3H4N3O2 with charge -1, computed with ωB97M-V with the def2-TZVPD basis set.

```
12
C3H4N3O2, DFT ωB97M-V with the def2-TZVPD basis set
O -2.13029 2.16765 0.33830
N -0.94632 2.06663 0.32202
C -0.33698 0.64883 -0.49988
C -0.70739 -0.75359 -0.88622
C -0.18977 -1.67348 -0.01599
O -0.14548 -2.93962 0.05560
N 0.56226 -0.86731 0.97173
N 0.90072 0.38664 0.31022
H -0.34261 1.32387 -1.36365
H -1.58766 -0.85891 -1.46935
H 1.32895 -1.22233 1.54240
H 0.90832 1.13570 0.98710
```

E_LUMO = 4.27 eV
M = 114.08 g/mol
SMILES = O=N[C@@H]1C=C([O-])NN1
gap between HOMO and LUMO = 6.88 eV
net charge = -1

---

<Q>
The ion C3H4N3O2 with charge -1, computed with ωB97M-V with the def2-TZVPD basis set.

```
12
C3H4N3O2, DFT ωB97M-V with the def2-TZVPD basis set
N -1.39236 -0.42310 0.33697
C -0.19413 0.08613 -0.16121
N 0.87254 -0.80675 -0.19027
C 2.08449 -0.23996 -0.05326
O 3.18442 -0.70919 0.13298
N 1.85544 1.14924 -0.12862
C 0.42511 1.42582 0.11758
O 0.04675 2.59089 0.32982
H -1.23506 -0.49330 1.28363
H -2.05801 0.26635 0.21068
H 0.67734 -1.81239 -0.06918
H 2.50529 1.77352 0.33332
```

E_LUMO = 4.21 eV
M = 114.08 g/mol
SMILES = Nc1[nH]c(=O)[nH]c1[O-]
gap between HOMO and LUMO = 5.82 eV
net charge = -1

---

Of them, <P> has the lowest stability.